--- P ---
Here is a 2-piece molecular cluster, C6H18N3 overall from the Open Molecules 2025 dataset. Energies are from ωB97M-V with the def2-TZVPD basis set.

Atoms and positions in Å:
C 0.198 1.400 2.364
C -0.083 2.480 0.084
C 1.237 -0.211 -1.764
C -1.006 -1.282 -1.819
C 0.521 1.360 0.890
C -0.430 -0.436 0.215
N -0.628 -2.757 0.826
N 0.226 -1.518 0.768
N -0.150 -0.256 -1.329
H -0.836 1.634 2.754
H 0.490 0.582 2.909
H 0.730 2.254 2.792
H 0.590 3.334 0.248
H -0.254 2.392 -1.028
H -1.120 2.631 0.442
H 1.961 -0.242 -0.928
H 1.559 -1.162 -2.277
H 1.407 0.656 -2.490
H -0.896 -2.358 -1.296
H -2.062 -0.997 -1.761
H -0.770 -1.447 -2.879
H 1.579 1.198 0.603
H -1.472 -0.289 0.285
H -0.120 -3.582 1.198
H -1.298 -2.519 1.579
H 1.122 -1.536 1.188
H -0.494 0.670 -1.578

Results
LUMO level (hartree): -0.095
HOMO-LUMO gap (eV): 9.80
Net charge: +1

--- Q ---
Here is a 2-piece molecular cluster, C6H18N3 overall from the Open Molecules 2025 dataset. Energies are from ωB97M-V with the def2-TZVPD basis set.

Atoms and positions in Å:
C -2.156 0.679 -1.334
C -1.041 1.101 -2.293
C -1.939 1.119 0.123
H -2.352 -0.383 -1.379
H -3.104 1.127 -1.645
H -0.164 1.474 -1.765
H -0.784 0.301 -2.992
H -2.488 0.437 0.779
H -2.225 2.154 0.287
H -1.290 1.949 -2.934
H -0.879 1.095 0.416
C 2.049 -0.665 -0.107
C 1.649 -1.205 -1.452
C 0.695 -0.531 1.989
N 1.099 -1.183 0.919
N 1.244 0.652 2.318
N -0.255 -1.058 2.770
H 3.014 -1.071 0.182
H 2.039 0.417 -0.063
H 0.644 -0.923 -1.769
H 1.704 -2.292 -1.483
H 0.598 -2.026 0.682
H 2.203 0.822 2.067
H 0.763 1.294 2.925
H -0.725 -1.883 2.440
H -0.641 -0.525 3.535
H 2.342 -0.876 -2.216

Results
LUMO level (hartree): -0.107
HOMO-LUMO gap (eV): 11.20
Net charge: +1

Q is favored, and the nearest alternative lies 5.141 eV above it.

--- P ---
Here is a 2-piece molecular cluster, C3H9NO overall from the Open Molecules 2025 dataset. Energies are from ωB97M-V with the def2-TZVPD basis set.

Atoms and positions in Å:
C -1.955 -1.511 -1.176
N -0.959 -2.127 -0.683
H -2.635 -0.966 -0.519
H -2.229 -1.559 -2.229
H -0.677 -2.922 -1.261
H 0.669 -0.343 -0.543
C 0.468 0.922 0.905
O 0.658 0.643 -0.475
C 1.593 1.876 1.351
H -0.537 1.359 1.044
H 0.443 -0.015 1.461
H 1.506 2.805 0.802
H 1.444 2.026 2.418
H 2.550 1.393 1.190

Results
Expectation value of S²: 0.76
LUMO level (spin up / spin down) (hartree): -0.256 / -0.391
HOMO-LUMO gap (spin up / spin down) (eV): 6.70 / 3.02
2S+1: 2
Net charge: +1

--- Q ---
Here is a 2-piece molecular cluster, C3H9NO overall from the Open Molecules 2025 dataset. Energies are from ωB97M-V with the def2-TZVPD basis set.

Atoms and positions in Å:
C 1.713 -1.011 0.987
C 1.215 -0.659 2.176
H 1.074 -1.341 0.176
H 2.761 -0.915 0.733
H 0.158 -0.830 2.342
H 1.892 -0.516 3.006
N -0.835 0.441 -2.095
C -1.637 0.786 -1.010
O -1.117 0.390 0.252
H -0.447 1.184 -2.674
H -0.095 -0.249 -1.936
H -2.694 0.453 -1.042
H -1.814 1.877 -0.923
H -0.174 0.391 0.006

Results
Expectation value of S²: 0.76
LUMO level (spin up / spin down) (hartree): -0.138 / -0.351
HOMO-LUMO gap (spin up / spin down) (eV): 10.12 / 4.28
2S+1: 2
Net charge: +1

Q is favored, and the nearest alternative lies 0.801 eV above it.

--- P ---
Here is a 2-piece molecular cluster, C6H16O overall from the Open Molecules 2025 dataset. Energies are from ωB97M-V with the def2-TZVPD basis set.

Atoms and positions in Å:
C 1.440 -1.564 1.431
C -2.049 1.892 -1.767
C 0.577 -0.338 1.175
C -1.049 1.129 -0.805
C -0.903 -0.539 1.146
C -1.701 0.704 0.555
H 2.494 -1.614 1.108
H 0.888 -2.396 0.962
H 1.401 -1.688 2.526
H -2.880 1.186 -1.935
H -1.662 2.220 -2.746
H -2.439 2.772 -1.229
H 0.831 0.440 1.920
H 0.998 -0.022 0.202
H -0.162 1.791 -0.758
H -0.777 0.246 -1.415
H -1.116 -1.462 0.573
H -1.272 -0.692 2.179
H -2.761 0.389 0.490
H -1.639 1.525 1.295
O 3.552 -1.321 -1.777
H 4.325 -0.807 -2.103
H 3.906 -1.850 -1.026

Results
LUMO level (hartree): 0.030
HOMO-LUMO gap (eV): 11.36
SMILES: CCCCCC.O

--- Q ---
Here is a 2-piece molecular cluster, C6H16O overall from the Open Molecules 2025 dataset. Energies are from ωB97M-V with the def2-TZVPD basis set.

Atoms and positions in Å:
C -0.869 -2.843 -1.011
C 0.031 -1.636 -0.643
C -0.693 -0.291 -0.743
C -1.285 0.066 0.638
C -0.176 0.625 1.536
C 0.094 2.120 1.317
H -1.876 -2.636 -0.627
H -0.990 -2.702 -2.098
H -0.484 -3.812 -0.758
H 0.355 -1.790 0.387
H 0.945 -1.725 -1.244
H -0.027 0.478 -1.131
H -1.371 -0.332 -1.624
H -1.752 -0.867 0.939
H -2.120 0.778 0.675
H -0.523 0.547 2.572
H 0.783 0.130 1.420
H -0.439 2.773 2.008
H -0.312 2.434 0.337
H 1.144 2.382 1.270
H 3.231 1.568 -0.602
H 1.781 1.851 -0.258
O 2.350 1.604 -0.970

Results
LUMO level (hartree): 0.034
HOMO-LUMO gap (eV): 11.85
SMILES: CCCCCC.O

Q is favored, and the nearest alternative lies 0.066 eV above it.

--- P ---
Here is an isolated molecule of C8H8O2 from the Open Molecules 2025 dataset. Energies are from ωB97M-V with the def2-TZVPD basis set.

Atoms and positions in Å:
C -2.917 -0.902 -0.660
C -2.088 -0.124 -0.316
C 2.664 -0.048 0.468
C 0.244 0.360 0.067
C 2.101 -1.437 0.124
C 0.609 -1.193 -0.369
C -1.101 0.759 0.014
C -1.501 2.241 0.317
O 3.743 0.347 0.760
O 1.571 0.874 0.411
H -3.814 -1.398 -0.985
H 2.700 -1.927 -0.558
H 2.114 -1.997 0.979
H 0.014 -2.024 -0.013
H 0.499 -1.269 -1.484
H -2.471 2.261 0.817
H -1.586 2.799 -0.585
H -0.781 2.677 1.014

Results
LUMO level (hartree): 0.027
HOMO-LUMO gap (eV): 9.44
SMILES: C#C/C(C)=C1\CCC(=O)O1

--- Q ---
Here is a 2-piece molecular cluster, C8H8O2 overall from the Open Molecules 2025 dataset. Energies are from ωB97M-V with the def2-TZVPD basis set.

Atoms and positions in Å:
C -0.390 -0.931 1.816
C -0.337 -0.553 0.489
C -1.022 -1.217 -0.538
C -0.912 -0.922 -1.955
C 0.042 0.356 -2.357
C 0.700 0.856 -1.141
C 0.540 0.426 0.075
C 1.291 1.297 1.206
H -0.936 0.178 2.702
H -1.441 -1.673 1.941
H 0.840 -0.860 2.064
H -1.945 -2.005 -0.159
H 0.912 1.603 -1.565
H 1.749 0.505 1.374
H 1.802 2.145 0.502
H 0.512 1.696 1.966
O -1.505 -1.546 -2.833
O 0.098 0.644 -3.587

Results
LUMO level (hartree): -0.070
HOMO-LUMO gap (eV): 7.31

--- R ---
Here is an isolated molecule of C8H8O2 from the Open Molecules 2025 dataset. Energies are from ωB97M-V with the def2-TZVPD basis set.

Atoms and positions in Å:
C -1.544 1.827 -1.110
C -0.959 0.799 -0.922
C 0.994 0.875 1.466
C 1.224 0.341 -0.023
C -0.026 -0.025 2.067
C -0.729 -0.792 0.979
C 0.010 -0.239 -0.567
C 0.042 -1.246 -1.717
O 1.429 1.853 2.001
O 0.226 -1.393 1.697
H -1.936 2.640 -1.666
H 1.650 1.199 -0.561
H 1.936 -0.550 0.228
H -0.382 -0.015 3.109
H -1.818 -0.809 1.029
H 0.930 -1.892 -1.840
H -0.199 -0.671 -2.530
H -0.848 -1.903 -1.639

Results
LUMO level (hartree): 0.030
HOMO-LUMO gap (eV): 10.27
SMILES: C#C[C@@]1(C)CC(=O)[C@@H]2O[C@@H]21

P is favored, and the nearest alternative lies 1.429 eV above it.

--- P ---
Here is a 15-piece molecular cluster, H30O15 overall from the Open Molecules 2025 dataset. Energies are from ωB97M-V with the def2-TZVPD basis set.

Atoms and positions in Å:
H -0.728 0.558 -1.066
H 0.199 0.263 0.102
H -0.117 -2.089 -3.258
H 0.917 -2.501 -2.224
H -4.336 -0.135 -0.037
H -3.552 -1.380 0.344
H -1.622 -2.560 1.821
H -2.823 -3.075 1.045
H 2.381 1.406 -3.143
H 2.068 -0.032 -3.523
H 0.377 -0.011 2.767
H -0.247 1.164 3.501
H -1.484 3.082 0.221
H -1.710 1.799 -0.563
H 4.648 0.384 1.688
H 3.230 -0.136 1.860
H -2.816 0.319 2.725
H -1.918 1.472 2.309
H 4.292 -2.424 0.106
H 3.903 -0.979 0.372
H -0.241 -3.166 -0.952
H -1.238 -4.166 -0.390
H -2.592 -1.980 -0.830
H -3.854 -2.719 -1.246
H 2.270 4.475 0.690
H 2.432 2.984 0.933
H 3.503 0.328 -0.529
H 4.810 0.047 -1.251
H -3.951 4.443 -2.064
H -3.125 4.332 -0.793
O -0.727 0.220 -0.163
O 0.609 -1.741 -2.729
O -3.479 -0.560 -0.158
O -2.542 -2.825 1.932
O 2.717 0.668 -3.663
O 0.374 0.438 3.620
O -1.572 2.746 -0.678
O 4.137 -0.293 2.145
O -2.292 1.043 3.086
O 4.085 -1.812 0.821
O -0.320 -3.883 -0.313
O -2.898 -2.716 -1.372
O 1.898 3.743 1.194
O 4.403 0.659 -0.627
O -3.069 4.613 -1.713

Results
LUMO level (hartree): -0.026
HOMO-LUMO gap (eV): 9.25

--- Q ---
Here is a 15-piece molecular cluster, H30O15 overall from the Open Molecules 2025 dataset. Energies are from ωB97M-V with the def2-TZVPD basis set.

Atoms and positions in Å:
O -5.835 -18.432 13.494
H -5.844 -17.497 13.530
H -4.891 -18.578 13.508
O -7.018 -22.397 17.184
H -7.440 -22.383 18.080
H -6.801 -21.455 17.069
O -5.627 -19.778 16.351
H -5.243 -19.344 17.118
H -4.889 -20.078 15.846
O -4.157 -22.564 12.520
H -3.647 -22.296 13.289
H -3.656 -22.067 11.866
O -4.256 -23.003 15.914
H -4.823 -23.348 15.241
H -4.779 -23.309 16.585
O -8.902 -19.163 14.654
H -8.522 -18.816 13.821
H -9.727 -19.640 14.476
O -6.634 -21.536 13.573
H -6.468 -20.729 14.097
H -7.202 -21.983 14.204
O -8.734 -21.420 11.818
H -8.824 -22.328 11.999
H -7.965 -21.104 12.293
O -3.486 -20.566 14.693
H -3.702 -21.474 14.937
H -2.970 -20.299 15.449
O -5.711 -24.619 12.990
H -5.637 -25.250 12.275
H -5.354 -23.717 12.743
O -8.472 -24.103 12.105
H -7.700 -24.304 12.599
H -8.308 -24.606 11.281
O -8.476 -22.757 15.178
H -7.986 -22.572 15.982
H -8.406 -23.699 15.068
O -8.156 -18.695 11.914
H -8.185 -19.308 11.212
H -7.243 -18.545 12.236
O -10.657 -21.204 14.430
H -9.971 -21.894 14.521
H -11.349 -21.626 13.899
O -6.133 -21.791 10.842
H -5.932 -22.059 11.727
H -7.064 -21.878 10.725

Results
LUMO level (hartree): -0.007
HOMO-LUMO gap (eV): 9.14

--- R ---
Here is a 15-piece molecular cluster, H30O15 overall from the Open Molecules 2025 dataset. Energies are from ωB97M-V with the def2-TZVPD basis set.

Atoms and positions in Å:
O 2.434 -0.635 -2.077
H 1.957 0.201 -2.040
H 2.887 -0.746 -1.273
O 2.417 0.704 1.392
H 3.383 0.549 1.362
H 2.156 0.628 2.326
O 1.571 1.879 -1.886
H 2.052 2.300 -2.599
H 1.719 2.484 -1.123
O -0.028 0.045 -0.012
H 0.815 0.370 -0.061
H -0.015 -0.868 -0.324
O -2.583 1.361 -0.687
H -3.161 1.136 -1.468
H -1.771 0.949 -0.889
O -2.832 -2.970 -1.641
H -2.234 -2.241 -1.488
H -2.264 -3.735 -1.646
O -0.436 2.279 2.545
H -0.098 2.582 3.338
H -0.336 1.364 2.475
O -0.525 -0.318 2.745
H -0.126 -0.655 1.980
H -1.317 -0.015 2.284
O -1.301 -0.924 -2.892
H -1.066 -0.028 -3.076
H -2.002 -1.165 -3.490
O 1.885 3.491 0.658
H 1.579 2.777 1.272
H 1.303 4.189 0.807
O -0.839 -2.478 0.436
H -0.622 -3.374 0.726
H -1.776 -2.384 0.575
O 2.357 -2.259 1.727
H 2.161 -2.593 0.848
H 2.195 -1.352 1.613
O -2.958 0.346 1.806
H -3.389 -0.506 1.615
H -2.787 0.655 0.904
O 1.831 -3.337 -0.656
H 1.501 -4.155 -0.309
H 1.146 -3.118 -1.333
O -0.795 3.304 -1.120
H -1.726 3.247 -0.984
H -0.365 2.996 -0.356

Results
LUMO level (hartree): -0.007
HOMO-LUMO gap (eV): 10.54

Q is favored, and the nearest alternative lies 0.322 eV above it.